295
Properties=species:S:1:pos:R:3:forces:R:3 method="wB97M-V/def2-TZVPD" e_homo_ev=-8.91 lumo_energy_ha=0.0134 multiplicity=1
C 17.76397 29.18674 13.79020 2.2 1.1 -0.3
C 16.96120 27.98641 13.45814 0.0 0.1 0.9
C 17.73637 26.77079 13.02866 -0.1 -1.5 -1.7
O 18.34610 27.04936 11.73748 -0.3 -0.5 -0.1
C 18.58216 26.02854 10.68882 -0.2 0.6 1.9
N 16.16790 27.63548 14.62946 -0.2 -1.2 -0.2
H 18.48440 29.05832 14.61512 -0.4 -0.1 0.0
H 17.17393 30.08404 13.95575 -0.4 -0.1 0.4
H 18.37983 29.49698 12.93229 -0.1 -0.4 0.0
H 16.35946 28.33351 12.65536 -0.9 -0.2 -1.2
H 17.02936 25.90355 12.91886 0.3 0.7 0.0
H 18.44117 26.43898 13.80478 0.3 0.3 -0.2
H 18.53243 26.57874 9.75023 0.0 -0.1 0.1
H 17.86057 25.18060 10.67761 0.3 0.7 0.2
H 19.59852 25.65489 10.86389 -0.2 -0.2 -0.3
H 15.48280 26.91684 14.35305 0.1 0.6 0.5
H 15.68387 28.45396 14.94780 -0.5 0.2 0.2
C 14.10866 28.93067 17.75031 1.0 -0.9 -0.1
C 13.75214 27.53843 18.31854 0.3 0.8 0.4
C 14.01754 26.45335 17.33357 -0.4 -0.5 -1.9
O 13.23440 26.58858 16.12882 -1.1 -0.8 0.6
C 11.94115 25.89465 16.19659 1.0 0.9 0.4
N 14.61226 27.27999 19.47476 0.0 0.0 0.8
H 13.80938 29.12088 16.72375 -0.6 0.1 0.1
H 15.20941 28.93507 17.73019 -0.2 0.1 -0.1
H 13.85595 29.70216 18.45717 -0.5 0.4 0.0
H 12.72386 27.49151 18.65989 -0.3 0.0 0.0
H 13.86676 25.41475 17.65911 0.2 0.3 0.6
H 15.03801 26.57744 16.98877 0.4 -0.2 0.0
H 12.02517 24.82615 16.45476 0.3 0.3 0.0
H 11.60619 25.98423 15.17540 -0.6 0.0 -0.1
H 11.24013 26.35431 16.93343 0.5 -0.1 -0.6
H 15.53125 27.70707 19.34059 -0.1 -0.2 -0.3
H 14.23858 27.76833 20.28289 0.0 0.0 0.0
C 10.18723 24.37427 22.66253 0.4 1.0 1.0
C 9.99640 25.17193 21.40210 -1.0 -0.7 -0.4
C 10.40727 26.58378 21.55996 -0.8 2.8 1.6
O 9.57165 27.19527 22.63376 0.2 -2.0 -0.8
C 10.00477 28.43344 23.05021 0.2 1.3 -0.9
N 10.63929 24.56619 20.27047 1.0 0.5 -0.9
H 9.38105 24.58667 23.35473 0.0 0.0 0.3
H 11.15020 24.63470 23.14507 -0.3 -0.2 -0.1
H 10.18472 23.33524 22.43974 0.0 -1.0 -0.2
H 8.93654 25.13700 21.14161 -0.2 0.3 0.2
H 10.27316 27.27088 20.70630 0.1 -0.8 -0.2
H 11.43989 26.68648 21.91408 0.2 -0.2 -0.2
H 9.46814 28.73790 23.93866 -0.1 -0.2 0.4
H 9.75536 29.22321 22.28558 0.5 -0.5 0.4
H 11.08723 28.43002 23.25144 -0.1 0.2 0.0
H 10.30030 23.62840 20.16854 -0.1 -0.6 -0.2
H 11.64164 24.50716 20.41897 0.1 -0.1 0.0
C 17.23309 18.93284 24.76492 0.0 -0.1 -0.1
C 17.40620 20.21904 25.56674 -1.2 -0.4 0.1
C 18.09490 21.28141 24.79429 2.1 1.1 0.0
O 19.44129 20.91866 24.41114 -0.7 -0.7 -0.3
C 19.99443 21.62392 23.30988 -0.8 0.4 0.3
N 16.07018 20.80820 25.97016 2.2 -0.1 0.1
H 16.75466 18.15716 25.35893 -0.4 0.0 0.1
H 18.15640 18.45324 24.43773 0.1 0.4 -0.1
H 16.60587 19.15732 23.89031 0.2 -0.2 0.1
H 17.98120 20.01940 26.46936 0.0 0.0 0.2
H 18.20688 22.14586 25.43302 -0.2 0.5 0.4
H 17.53935 21.62671 23.94297 -0.5 -0.2 -0.8
H 20.83933 21.03252 22.94652 -0.2 0.1 -0.1
H 20.36803 22.60154 23.66112 -0.1 -0.1 -0.3
H 19.22584 21.79949 22.50336 0.7 -0.2 0.5
H 15.62384 21.14480 25.13222 -0.5 -0.3 -0.2
H 15.56064 20.05871 26.39163 -0.7 -0.3 0.1
C 16.68408 24.54422 23.34796 -0.2 -0.4 1.6
C 15.60501 24.84693 22.39216 0.4 0.1 -0.7
C 14.55926 25.78817 22.91996 0.8 3.2 0.5
O 13.82496 25.26827 23.99593 -0.1 -0.7 -0.5
C 13.25373 26.20137 24.85196 -0.4 1.7 0.9
N 16.25358 25.29019 21.13384 -1.1 0.4 0.1
H 17.22482 25.44860 23.57626 0.4 0.3 0.2
H 17.35563 23.79490 22.96562 0.3 -0.3 -0.2
H 16.23832 24.16777 24.27973 0.3 0.0 -0.1
H 15.07137 23.94007 22.18862 -0.3 -0.8 -0.5
H 13.90935 26.10339 22.08934 -0.2 -0.2 0.1
H 15.04840 26.78033 23.28830 -0.4 -1.4 -0.7
H 12.27734 25.84726 25.21226 0.4 -0.2 0.0
H 13.03613 27.22444 24.43440 0.3 -1.0 -0.3
H 13.92368 26.42810 25.71198 -0.3 -0.4 -0.3
H 16.90723 26.05471 21.26415 0.2 0.0 0.6
H 15.53475 25.75753 20.58478 -0.2 -0.2 -0.7
C 17.45622 13.63476 18.08732 -0.2 -0.2 0.6
C 18.58742 13.18117 19.02872 0.3 -0.8 -0.3
C 18.60501 13.79758 20.38262 0.1 1.0 1.5
O 18.53869 15.21998 20.38847 1.0 0.8 -0.6
C 19.79680 15.90397 20.07782 -0.9 0.1 -1.0
N 18.63944 11.71017 19.33032 -0.3 1.4 0.1
H 16.46943 13.34383 18.52710 0.6 0.4 -0.4
H 17.62852 13.06512 17.18889 -0.3 -0.3 -0.5
H 17.46891 14.70218 17.76724 0.1 -0.7 0.7
H 19.52202 13.48620 18.55620 0.2 -0.3 -0.1
H 19.51580 13.53312 20.93707 -0.1 -0.4 -0.3
H 17.75969 13.45386 21.01364 0.2 0.1 -0.4
H 19.73245 16.92315 20.49149 -0.1 -0.7 0.1
H 19.98144 16.05772 18.95662 -0.5 -0.5 1.3
H 20.65582 15.37315 20.49377 -0.1 0.0 0.1
H 18.79615 11.13032 18.52829 -0.1 -0.1 -0.4
H 17.76292 11.45884 19.78268 0.2 -0.2 -0.2
C 10.62799 21.84630 17.25456 0.2 0.7 0.4
C 10.01485 20.72604 18.04342 -1.3 -1.7 -1.4
C 10.66475 19.35538 17.69834 -0.7 -0.6 0.4
O 10.58955 19.00518 16.31851 1.9 0.7 0.8
C 9.40666 18.42252 15.98379 -1.7 0.2 -1.6
N 10.01458 20.88520 19.48312 0.4 -0.5 0.4
H 11.59139 22.10408 17.67196 0.6 0.0 0.1
H 10.04826 22.77118 17.31368 -0.2 -0.2 -0.1
H 10.78465 21.57054 16.21737 -0.1 -0.1 -0.1
H 8.95391 20.60740 17.66637 0.8 0.3 0.6
H 10.09817 18.57346 18.23599 -0.1 0.2 0.1
H 11.67361 19.21293 18.11592 -0.1 0.6 -0.6
H 9.36225 18.26189 14.91199 0.6 -0.3 -0.3
H 8.54874 19.08479 16.08787 -0.3 0.2 0.7
H 9.18351 17.47861 16.44470 0.1 -0.6 0.7
H 9.55972 20.01528 19.86823 0.9 1.3 -0.2
H 11.02748 20.86276 19.73427 -1.0 -0.2 0.4
C 23.00176 22.31018 15.46152 1.8 0.4 -0.1
C 22.39376 23.28990 16.42037 0.1 0.6 0.1
C 21.03679 23.77878 15.91845 0.5 -1.7 -0.8
O 20.14956 22.65814 15.80416 0.6 -0.2 1.4
C 18.99253 22.95679 15.10051 -1.1 0.9 -0.1
N 22.34231 22.74436 17.78180 0.1 1.8 -0.3
H 24.03731 22.08269 15.82960 -0.9 -0.3 -0.3
H 23.17691 22.85494 14.54005 -0.1 -0.2 -0.5
H 22.42387 21.41339 15.28022 -0.1 -0.1 0.1
H 23.05958 24.20391 16.45304 -0.7 -0.8 -0.1
H 21.14548 24.08613 14.86893 0.2 0.9 0.4
H 20.71771 24.53525 16.60341 -0.8 0.6 0.2
H 18.42566 22.06419 14.84715 0.1 -0.2 0.3
H 19.26612 23.41469 14.16288 0.0 0.4 -0.7
H 18.31684 23.66880 15.63626 0.5 -0.5 -0.2
H 23.21572 22.29368 17.95136 0.2 -0.6 0.4
H 21.55228 22.16122 17.91477 -0.6 -1.0 0.2
C 16.22273 17.99724 20.91415 -1.4 1.2 -1.1
C 15.57634 16.99637 21.85736 3.0 -0.7 1.1
C 14.70812 15.96326 21.14671 0.3 0.7 0.2
O 13.50456 16.64520 20.75891 0.4 -1.3 -0.1
C 12.67873 15.80727 19.95155 -0.4 0.7 0.4
N 16.75614 16.32266 22.53608 -0.6 -0.2 -0.6
H 16.99241 18.70889 21.27696 -0.2 -1.0 0.4
H 15.40356 18.68293 20.62061 0.3 -0.2 -0.4
H 16.57260 17.48410 19.99422 0.0 0.3 0.5
H 15.06440 17.48851 22.69767 -0.2 -0.1 -0.5
H 14.49731 15.15052 21.89527 0.0 0.4 -0.9
H 15.33535 15.58786 20.26121 -1.1 0.2 0.9
H 11.85193 16.44857 19.63068 -0.1 -0.3 0.1
H 12.29759 14.91024 20.48761 0.3 0.5 -0.2
H 13.22522 15.54218 19.05890 0.2 -0.5 -0.4
H 17.32454 15.73717 21.89528 -0.6 0.7 0.2
H 16.38589 15.71456 23.24334 0.0 -0.4 0.5
C 11.24811 18.84144 22.97847 -0.4 -0.3 0.1
C 12.22242 19.98111 22.71265 0.5 0.0 -0.8
C 13.41030 20.05468 23.70625 -1.2 -0.7 -0.2
O 14.01946 21.31187 23.76808 -0.1 -0.1 0.2
C 13.31768 22.15713 24.67443 1.4 1.7 -0.9
N 12.75434 19.84926 21.32860 -0.4 -0.9 -0.1
H 10.56216 18.68373 22.12407 0.8 -0.1 0.0
H 10.53361 19.12292 23.75578 0.4 -0.1 0.4
H 11.76279 17.89264 23.26258 -0.4 0.6 -0.3
H 11.65770 20.91110 22.73935 0.0 0.2 0.0
H 14.10893 19.36321 23.28646 0.8 -0.5 0.0
H 13.10172 19.65523 24.68328 0.1 0.4 0.2
H 13.55190 21.91051 25.71459 -0.2 -0.1 0.0
H 12.27414 22.11138 24.42592 -0.7 0.1 0.3
H 13.69635 23.19774 24.44056 -0.6 -1.2 0.5
H 13.55864 20.43687 21.20625 0.4 0.5 0.1
H 13.11467 18.89035 21.17665 -0.4 0.5 0.2
C 13.94624 18.31712 17.72843 0.4 -0.8 0.5
C 15.27922 17.99673 17.04819 -0.1 0.7 -0.4
C 15.48555 16.50758 16.88428 1.0 0.0 -0.5
O 14.64417 15.97803 15.89437 -1.4 1.1 0.3
C 15.18283 14.92201 15.21102 1.6 -1.4 -0.7
N 15.44034 18.73073 15.74902 -1.7 -0.9 1.2
H 13.80271 17.71680 18.64847 0.2 -0.1 -0.6
H 13.12864 18.09898 17.03906 -0.1 0.4 0.1
H 13.94863 19.31427 18.14546 -0.2 0.6 -0.5
H 16.09604 18.35966 17.67195 0.1 -0.1 0.2
H 15.43125 15.96426 17.84025 -0.3 0.0 -0.1
H 16.49256 16.37338 16.49016 0.5 0.0 0.2
H 16.12171 15.17819 14.61061 -1.2 0.1 0.3
H 14.42372 14.43074 14.57252 0.4 0.5 0.3
H 15.57641 14.19422 15.93208 -0.2 -0.4 -0.1
H 16.40788 18.81363 15.53982 1.1 -0.1 -0.2
H 14.97489 18.17241 15.03555 0.1 0.2 0.0
C 17.77904 25.65093 17.65171 -0.7 -1.3 0.4
C 18.39580 26.96532 18.03486 0.5 -1.2 0.6
C 19.75015 27.16707 17.33137 -0.9 -0.5 -0.9
O 20.33787 28.40730 17.63367 -0.3 -0.9 -0.3
C 20.77673 28.46179 18.94725 1.2 0.8 1.2
N 17.43345 27.99299 17.78361 -0.3 0.1 0.4
H 18.39292 24.74614 17.83301 -0.2 0.6 0.0
H 17.43495 25.63794 16.64071 0.4 0.1 -1.3
H 16.79489 25.50760 18.12212 0.4 0.0 0.7
H 18.51567 26.92177 19.11615 0.4 0.1 0.2
H 19.50541 27.17305 16.26055 0.1 0.3 0.0
H 20.43374 26.30548 17.43608 -0.1 0.4 0.6
H 21.65801 27.81944 19.21749 -0.8 0.2 -0.6
H 20.03355 28.37809 19.74227 -0.4 -0.6 -0.2
H 21.06847 29.48734 19.03336 0.7 0.7 0.3
H 17.91454 28.85668 17.85087 0.3 1.2 0.0
H 17.09068 27.91094 16.84927 -0.3 -0.1 -1.0
C 20.25741 17.78124 15.70046 1.4 -0.3 1.1
C 19.54806 18.62971 16.74275 -0.7 0.1 1.1
C 20.49967 19.55855 17.51821 -0.6 1.1 0.5
O 19.88553 20.35751 18.55563 0.0 -0.4 0.3
C 19.46286 19.56449 19.64502 0.2 -0.6 -0.5
N 18.45142 19.33640 16.08745 0.3 0.2 -0.6
H 20.67913 18.25548 14.81808 -0.5 0.7 -0.1
H 19.58190 17.00630 15.40002 -0.2 -0.6 -0.3
H 21.17814 17.35659 16.15042 -0.6 -0.3 0.0
H 19.06465 17.94359 17.51462 0.7 0.5 -0.9
H 20.83791 20.39972 16.92063 0.5 -0.5 -0.9
H 21.31013 19.01742 18.01134 0.3 -0.2 -0.3
H 18.53164 19.08175 19.36498 -0.3 -0.2 0.3
H 19.34251 20.12439 20.55817 -0.2 0.6 0.1
H 20.19416 18.77177 19.86532 0.0 0.2 -0.1
H 18.86769 19.76926 15.25276 -0.5 0.1 0.5
H 18.03855 20.07602 16.66055 0.4 0.0 0.0
C 15.18936 23.97390 14.67870 0.9 -0.4 -0.8
C 14.51975 22.61340 14.66434 -0.3 -0.7 1.4
C 13.77623 22.24944 13.36884 0.2 -0.5 0.7
O 12.74073 23.06227 12.91682 -1.2 0.3 0.4
C 11.61171 22.97313 13.79638 0.3 0.3 -0.3
N 15.48590 21.51765 14.84875 1.0 0.7 0.0
H 15.75283 24.21299 13.76054 -0.4 -0.4 -0.1
H 15.96951 24.05732 15.45121 -0.7 0.0 0.3
H 14.40424 24.69236 14.76957 -0.2 0.9 0.3
H 13.87116 22.57308 15.57658 -0.2 0.3 -0.8
H 13.38561 21.22364 13.46436 0.2 0.0 0.1
H 14.55124 22.23173 12.62986 0.3 0.1 -0.8
H 10.70124 23.36745 13.36074 0.1 0.0 -0.7
H 11.77340 23.59962 14.64668 0.3 0.3 0.9
H 11.40924 21.96495 14.15372 0.2 -0.3 -0.2
H 16.19513 21.79604 15.53911 -0.3 0.0 -0.3
H 15.07634 20.67142 15.23127 -0.2 -0.1 -0.1
C 14.38934 29.80767 24.82419 0.0 0.7 1.0
C 15.72164 30.61791 25.00956 -0.7 -0.5 -0.3
C 16.95108 29.71981 25.14292 0.6 -0.2 -1.4
O 17.05435 28.86766 23.95834 -1.4 0.7 1.4
C 18.28282 28.20920 23.83746 0.0 -1.1 0.6
N 15.89228 31.61143 23.94138 0.4 -0.4 -0.1
H 14.42797 29.27516 23.88690 0.1 -0.4 -0.3
H 13.46486 30.46128 24.77818 1.2 -0.5 0.2
H 14.27472 29.10081 25.67605 -0.1 0.3 -0.6
H 15.68679 31.12555 25.96579 -0.1 0.4 0.2
H 16.89165 29.09311 26.05055 0.1 0.1 -0.3
H 17.87648 30.35238 25.15560 -0.7 -0.4 0.3
H 18.09527 27.34539 23.18842 0.3 0.2 0.0
H 18.65680 27.79432 24.81977 -0.3 0.6 -0.9
H 18.96158 28.89596 23.37014 0.9 0.1 -0.1
H 15.67017 31.16079 23.04684 -0.2 0.5 0.3
H 15.28503 32.40141 24.10153 -0.2 0.0 -0.2
C 17.97403 31.14480 20.99303 1.8 1.6 -0.1
C 17.24782 29.97916 20.48820 -0.5 0.7 -1.8
O 16.15478 29.71207 21.30919 -0.4 -0.5 0.5
O 18.31052 31.00934 22.34790 -0.6 0.7 1.0
H 17.47179 32.06765 20.81029 -1.0 0.7 0.1
H 18.91933 31.33635 20.48831 0.2 -0.5 -0.6
H 17.98065 29.20341 20.42902 0.2 -1.3 0.0
H 16.89724 30.22070 19.44507 0.2 -0.5 1.0
H 16.54613 29.56939 22.19262 -0.2 -0.3 0.1
H 17.74693 31.66160 22.81887 0.4 -0.8 0.2
C 20.48560 23.96267 20.57403 -0.3 0.0 -1.2
C 19.78445 25.02935 21.35027 1.5 0.2 1.7
O 20.80206 25.97461 21.75646 -0.5 0.2 -0.3
O 21.20649 24.69467 19.52884 -0.6 -0.8 0.3
H 19.66869 23.26388 20.19675 1.3 0.4 0.1
H 21.23624 23.48693 21.22647 -0.5 -0.2 -0.2
H 19.32203 24.62443 22.27259 0.5 0.1 -0.4
H 18.97322 25.47847 20.82244 -0.4 0.6 -0.9
H 21.40907 26.09642 20.99128 -0.8 -0.3 0.5
H 21.78175 24.08622 19.00371 -0.4 -0.1 0.3
C 17.14712 19.51392 12.65101 -1.4 1.5 -0.9
C 18.22872 18.98667 11.73243 -0.4 -0.4 -1.0
O 17.94826 19.11905 10.31287 1.1 0.0 1.2
O 16.92784 20.92600 12.44146 1.9 -1.3 -2.0
H 17.42406 19.32921 13.65794 0.5 -0.2 1.1
H 16.13699 19.04087 12.53533 0.9 -0.3 -0.3
H 18.40801 17.93569 11.96567 -0.3 -0.3 0.1
H 19.20501 19.42978 11.88245 0.0 0.7 0.2
H 17.01383 19.03486 10.22176 -1.1 0.0 -0.2
H 16.42217 21.29186 13.14014 -1.1 0.2 1.9
C 16.34154 21.32741 18.48811 0.4 1.3 0.6
C 15.88617 22.41618 19.47544 0.2 -0.1 -0.6
O 16.94429 22.76038 20.37772 -0.1 -0.8 -0.6
O 17.40406 21.95993 17.73029 -0.4 -1.2 -0.1
H 15.52906 20.99068 17.80337 0.6 0.5 0.3
H 16.63912 20.46178 19.10302 0.4 0.0 -0.5
H 15.02642 22.00389 20.00148 -0.4 0.4 0.3
H 15.64850 23.27865 18.82684 -0.3 -0.1 0.5
H 16.89419 23.72372 20.59101 -0.4 0.0 -0.2
H 18.09196 22.20747 18.37102 -0.2 -0.2 -0.2